{"formula": "C27H54BO9", "method": "the ωB97M-V functional and the def2-TZVPD basis", "symbols": ["O", "C", "C", "C", "C", "C", "C", "O", "B", "C", "C", "C", "C", "C", "C", "C", "C", "C", "O", "H", "H", "H", "H", "H", "H", "H", "H", "H", "H", "H", "H", "H", "H", "H", "H", "H", "H", "H", "H", "H", "H", "H", "H", "C", "O", "C", "C", "O", "C", "H", "H", "H", "H", "H", "H", "H", "H", "H", "H", "C", "O", "C", "C", "O", "C", "H", "H", "H", "H", "H", "H", "H", "H", "H", "H", "C", "O", "C", "C", "O", "C", "H", "H", "H", "H", "H", "H", "H", "H", "H", "H"], "xyz": [[3.36221, -0.91898, -1.83516], [2.39960, -0.17252, -2.62436], [0.96634, -0.24147, -1.92219], [0.69282, 1.05872, -1.05080], [-0.56808, 1.89879, -1.49897], [-1.67644, 1.91046, -0.36953], [-2.59657, 0.60131, -0.23314], [-3.53714, 0.85596, -1.27965], [-3.72139, 2.32452, -1.41880], [-5.24785, 2.92614, -1.36322], [-6.31077, 1.86871, -1.90646], [-7.76820, 2.28746, -1.46439], [-8.81493, 1.13654, -1.49015], [-8.86745, 0.05810, -0.49178], [-9.88975, -0.98188, -0.52570], [-10.92281, -0.98940, -1.56286], [-10.88954, 0.05973, -2.57753], [-9.85393, 1.10339, -2.53556], [-2.69601, 2.90077, -0.49379], [3.18186, -0.72836, -0.89901], [2.37939, -0.66492, -3.62798], [2.74357, 0.88777, -2.73624], [1.05467, -1.10001, -1.19276], [0.15527, -0.47203, -2.65924], [0.60549, 0.74783, 0.02128], [1.59609, 1.71578, -1.13815], [-0.23791, 2.97754, -1.57921], [-0.97271, 1.62364, -2.50317], [-1.20076, 1.96522, 0.65941], [-3.19825, 0.85366, 0.69674], [-2.09128, -0.39700, -0.21007], [-3.23402, 2.60016, -2.51234], [-5.23893, 3.84164, -2.03131], [-5.52769, 3.31129, -0.33699], [-6.24173, 1.95353, -3.03001], [-6.07803, 0.83127, -1.54626], [-7.76380, 2.70388, -0.41539], [-8.14926, 3.08988, -2.15233], [-8.12695, 0.00797, 0.33774], [-9.93505, -1.77681, 0.25983], [-11.72468, -1.76978, -1.56703], [-11.68502, 0.06753, -3.35418], [-9.90697, 1.88105, -3.33408], [5.78998, -3.22539, -0.08234], [6.90100, -2.98871, 0.77244], [6.77338, -1.77843, 1.50853], [6.30338, -2.03734, 2.93176], [4.98074, -2.55922, 2.95888], [4.95536, -3.96871, 3.13324], [5.81844, -4.27069, -0.39344], [4.83798, -3.03764, 0.41780], [5.86684, -2.59380, -0.97255], [6.10316, -1.08071, 0.99619], [7.76793, -1.32196, 1.54630], [6.28198, -1.08509, 3.47183], [6.99499, -2.70448, 3.45821], [5.14380, -4.21163, 4.18143], [5.69165, -4.47316, 2.50396], [3.96198, -4.32697, 2.86201], [8.18214, -7.95413, 6.80166], [9.00271, -6.82568, 7.06128], [9.44425, -6.18602, 5.86871], [8.61407, -4.95046, 5.55788], [7.26725, -5.29011, 5.24968], [6.39322, -5.09431, 6.35332], [7.66665, -8.21747, 7.72632], [7.43458, -7.75085, 6.03218], [8.80358, -8.80199, 6.49456], [9.43508, -6.88513, 5.02640], [10.48071, -5.87742, 6.03748], [9.03141, -4.46274, 4.67107], [8.65444, -4.23231, 6.38353], [6.17086, -4.02745, 6.46101], [6.81898, -5.47456, 7.28461], [5.46437, -5.62772, 6.15161], [-3.49216, 8.06189, -4.94844], [-4.18223, 6.82820, -4.87082], [-3.42297, 5.74403, -5.40225], [-2.75915, 4.93061, -4.30125], [-1.77365, 5.69200, -3.61128], [-2.25330, 6.20203, -2.37336], [-3.99522, 8.77323, -4.29106], [-2.45097, 7.97118, -4.63120], [-3.53141, 8.44604, -5.97463], [-2.68119, 6.10693, -6.12274], [-4.12454, 5.09784, -5.93921], [-2.24389, 4.08009, -4.75718], [-3.49976, 4.53343, -3.60217], [-2.25987, 5.40430, -1.62353], [-3.25727, 6.62370, -2.46635], [-1.57275, 6.98968, -2.04529]], "lowdin_charge": [-0.128, -0.245, -0.165, -0.196, -0.128, -0.332, -0.154, -0.105, -0.769, -0.124, -0.194, -0.184, -0.195, -0.042, -0.102, -0.117, -0.103, -0.045, -0.074, 0.073, 0.109, 0.106, 0.105, 0.111, 0.101, 0.095, 0.115, 0.113, 0.135, 0.122, 0.114, 0.092, 0.083, 0.090, 0.116, 0.106, 0.112, 0.107, 0.106, 0.088, 0.085, 0.083, 0.096, -0.105, -0.195, -0.201, -0.199, -0.185, -0.097, 0.088, 0.082, 0.087, 0.125, 0.122, 0.123, 0.117, 0.060, 0.089, 0.092, -0.113, -0.194, -0.200, -0.201, -0.208, -0.118, 0.089, 0.083, 0.087, 0.126, 0.124, 0.124, 0.127, 0.091, 0.085, 0.090, -0.126, -0.194, -0.199, -0.202, -0.196, -0.100, 0.085, 0.082, 0.082, 0.119, 0.121, 0.124, 0.097, 0.086, 0.084, 0.082], "lumo_energy_ha": 0.06989, "charge": -1, "gap_ev": 5.7145}